No. 1
{
  "formula": "C40H46BrClHfN3O3S3SiTe",
  "method": "wB97M-V/def2-TZVPD",
  "lumo_energy_ev": 2.03,
  "spin_multiplicity": 1,
  "de_lowest_kj_mol": 37.2,
  "homo_ev": -3.68,
  "charge": -1,
  "total_energy_ha": -6776.2193,
  "orbital_gap_ev": 5.7,
  "elements": ["Hf", "N", "C", "C", "N", "C", "C", "N", "H", "H", "H", "H", "H", "H", "H", "H", "H", "H", "H", "H", "H", "Te", "C", "C", "C", "C", "C", "C", "H", "H", "H", "H", "H", "C", "Si", "C", "C", "H", "H", "H", "H", "H", "H", "H", "H", "H", "Cl", "C", "C", "C", "C", "C", "C", "C", "H", "H", "H", "H", "H", "H", "O", "C", "C", "C", "C", "C", "S", "C", "C", "C", "C", "S", "C", "C", "C", "C", "S", "H", "H", "H", "H", "H", "H", "H", "H", "H", "Br", "C", "C", "C", "C", "C", "C", "C", "O", "O", "H", "H", "H", "H"],
  "positions_angstrom": [[0.316843, -0.048506, 0.029439], [1.571397, -1.904403, -0.875963], [2.167335, -1.969550, -2.202124], [1.183082, -1.731698, -3.325129], [0.169603, -0.702689, -2.947203], [0.022623, 0.311627, -4.008147], [0.688725, 1.665580, -3.778440], [0.019418, 2.496463, -2.783696], [2.286553, -2.172687, -0.190004], [0.781784, -2.547279, -0.797613], [2.681026, -2.934030, -2.378599], [2.968970, -1.227131, -2.260790], [0.684035, -2.668901, -3.624671], [1.749118, -1.445658, -4.230144], [-0.734738, -1.195220, -2.924284], [-1.035817, 0.480741, -4.194068], [0.404332, -0.074039, -4.965684], [0.684092, 2.174570, -4.765705], [1.741694, 1.515508, -3.511092], [-0.492668, 3.262522, -3.244840], [0.698042, 2.945354, -2.159231], [1.077881, 2.816863, 0.868500], [0.207022, 4.286551, 2.156423], [-0.926459, 5.014013, 1.779353], [-1.418239, 5.995953, 2.610202], [-0.693693, 6.327819, 3.733243], [0.468579, 5.685103, 4.102610], [0.924418, 4.641967, 3.313543], [-1.411817, 4.764933, 0.838075], [-2.335717, 6.521084, 2.330095], [-1.073476, 7.119046, 4.365976], [1.034205, 5.976825, 4.984356], [1.838904, 4.086243, 3.522916], [-0.373184, -0.721279, 4.182342], [0.873043, -0.824136, 2.778187], [2.189159, 0.260948, 3.505921], [1.607294, -2.552774, 2.702948], [0.033735, -1.213795, 5.058012], [-1.328248, -1.179363, 3.989592], [-0.519464, 0.324840, 4.435241], [2.500084, -0.179803, 4.452498], [1.775473, 1.247668, 3.731845], [3.059397, 0.382367, 2.850695], [1.653183, -2.980563, 3.706091], [2.622606, -2.521861, 2.295890], [1.028034, -3.254807, 2.094280], [-2.063950, 0.769104, 2.158625], [-2.822860, 1.951219, 1.069660], [-3.697048, 2.901116, 1.583854], [-4.291136, 3.792847, 0.717007], [-4.008214, 3.747489, -0.627910], [-3.144446, 2.803078, -1.147054], [-2.532731, 1.854285, -0.305650], [-1.638505, 0.757061, -0.720285], [-3.925253, 2.877882, 2.649465], [-4.940654, 4.564150, 1.103858], [-4.496968, 4.419402, -1.326697], [-2.958755, 2.780686, -2.215035], [-1.268597, 0.968153, -1.722512], [-2.121451, -0.205547, -0.578358], [-0.855093, -1.951633, -0.231731], [-1.632835, -3.101384, -0.479209], [-1.751046, -3.939852, 0.803169], [-1.856898, -5.327451, 1.012247], [-2.002347, -5.667959, 2.385200], [-2.050277, -4.555928, 3.177146], [-1.978372, -3.064703, 2.295840], [-1.086666, -4.098312, -1.539433], [0.010849, -4.956149, -1.367950], [0.316737, -5.724757, -2.521152], [-0.646584, -5.593673, -3.480064], [-1.923049, -4.481994, -3.064761], [-3.113250, -2.779426, -0.912418], [-3.552988, -2.105966, -2.042965], [-4.956574, -1.864712, -2.081871], [-5.592464, -2.439604, -1.014111], [-4.512123, -3.251910, 0.077132], [-1.825752, -6.077291, 0.217856], [-2.080481, -6.708179, 2.724009], [-2.136530, -4.570282, 4.263555], [0.593308, -5.026368, -0.453188], [1.186891, -6.395466, -2.614021], [-0.683534, -6.126771, -4.429820], [-2.910051, -1.781265, -2.849524], [-5.450112, -1.315576, -2.892713], [-6.661233, -2.426472, -0.802155], [8.288176, 3.684351, -0.614758], [6.617304, 2.826204, -0.541736], [5.493860, 3.433990, -1.094553], [4.276607, 2.744618, -1.061764], [4.139247, 1.466683, -0.473661], [5.300625, 0.971541, 0.175648], [6.533886, 1.590862, 0.119050], [2.889945, 0.688081, -0.351241], [2.648602, -0.149699, 0.611779], [1.794093, 0.972253, -1.053136], [5.609556, 4.415775, -1.558651], [3.413785, 3.220767, -1.539326], [5.241502, 0.049184, 0.742266], [7.445638, 1.183116, 0.571209]],
  "forces_ev_per_angstrom": [[-1.01, -1.90, 1.36], [0.40, -0.71, -0.09], [0.96, -0.25, -0.17], [-0.45, 0.01, -0.08], [-0.20, -0.58, -0.90], [-0.08, 0.20, -0.35], [0.21, 0.21, -0.51], [0.21, 0.91, -0.34], [-0.50, 0.21, -0.18], [0.27, 0.03, 0.00], [-0.26, 0.15, 0.08], [-0.10, 0.19, 0.10], [-0.01, 0.14, 0.37], [-0.20, 0.18, 0.41], [0.63, 0.34, 0.40], [-0.25, 0.14, 0.19], [0.04, -0.05, 0.08], [0.11, -0.27, 0.26], [-0.18, -0.02, 0.05], [0.31, -0.59, 0.38], [-0.47, -0.36, 0.00], [-0.29, 0.86, 0.15], [0.48, -0.24, -0.08], [0.23, -0.89, -0.21], [-0.13, 0.18, -0.54], [-0.60, 0.91, 0.97], [0.47, -0.39, -0.11], [-0.30, -0.36, -0.63], [-0.06, 0.01, 0.19], [0.31, -0.06, 0.24], [0.00, 0.13, 0.11], [-0.20, 0.06, -0.07], [-0.23, 0.21, 0.18], [0.03, -0.23, 0.22], [-0.70, 0.62, -1.65], [0.66, 0.36, 0.23], [0.10, -0.62, 0.10], [0.23, -0.16, 0.39], [-0.44, -0.01, -0.03], [-0.10, 0.16, 0.04], [0.24, -0.07, 0.27], [0.06, -0.01, -0.11], [-0.18, 0.04, 0.23], [0.18, -0.14, 0.15], [0.04, 0.06, 0.04], [-0.06, 0.09, -0.01], [-0.62, 0.78, -0.57], [-0.29, 0.01, -0.10], [0.32, -0.89, 0.44], [-0.24, 0.55, 0.40], [-0.06, 0.08, -0.75], [0.36, -0.51, 0.38], [0.40, -0.27, 0.82], [-0.06, 0.95, -0.41], [0.10, 0.22, -0.25], [-0.18, 0.00, 0.06], [0.03, 0.14, 0.18], [0.09, -0.14, 0.06], [-0.46, -0.40, -0.32], [-0.33, -0.04, -0.37], [-0.94, -1.15, -0.39], [-0.82, -0.02, 0.30], [-0.44, -0.99, 0.75], [0.25, 1.42, -0.43], [-0.09, 0.15, -0.25], [-0.30, 0.07, 0.45], [0.58, -1.49, -0.32], [0.74, -1.00, -0.08], [-0.71, 1.48, -0.43], [-0.32, -0.41, -0.15], [-0.25, -0.05, -0.46], [1.85, -0.17, 0.98], [-0.48, 0.43, -0.27], [0.30, -0.22, 0.91], [-0.09, -0.49, 0.21], [-0.08, -0.06, 0.06], [0.59, 1.03, -1.32], [0.08, 0.43, 0.22], [0.10, 0.60, 0.03], [-0.01, 0.22, -0.37], [-0.13, 0.32, -0.12], [-0.62, 0.41, 0.08], [-0.02, 0.24, 0.28], [0.19, 0.16, 0.20], [0.17, -0.28, 0.49], [0.38, -0.02, -0.05], [0.27, 0.22, -0.07], [-0.57, -0.54, 0.35], [0.21, -0.52, 0.12], [-0.66, -0.31, -0.59], [2.05, 0.62, 0.36], [-0.55, -0.59, -0.14], [0.20, 0.93, -0.41], [-3.83, -0.72, 2.01], [2.28, 1.95, -2.29], [3.37, 0.07, -0.58], [-0.31, -0.36, 0.13], [0.19, -0.27, 0.33], [-0.23, -0.05, -0.12], [-0.61, 0.01, -0.11]],
  "mulliken_charge": [0.99, -0.29, -0.89, -0.43, 0.59, -0.88, -0.59, -0.24, 0.06, -0.24, 0.55, 0.36, 0.11, 0.56, -0.58, 0.19, 0.66, 0.51, -0.02, 0.28, -0.04, -0.05, 0.16, -0.28, -0.52, -0.36, -0.61, -0.39, 0.30, 0.36, 0.32, 0.36, 0.29, -1.59, 1.26, -0.91, -1.03, 0.43, 0.40, 0.33, 0.39, 0.01, 0.00, 0.41, 0.21, 0.02, -0.01, 0.67, -0.73, -0.50, -0.71, -0.14, 0.15, -1.54, 0.38, 0.40, 0.35, 0.38, -0.30, 0.64, 1.84, 2.41, -0.94, -0.74, -0.63, -0.76, 0.28, -0.46, -0.16, -0.86, -0.50, -0.07, -0.89, -0.07, -0.96, -0.49, -0.12, 0.50, 0.36, 0.43, 0.48, 0.37, 0.42, 0.44, 0.38, 0.42, -0.20, 0.32, -1.00, 0.21, 0.39, -0.36, -0.90, -0.22, -1.12, 0.36, 0.41, 0.47, 0.41, 0.38]
}

No. 2
{
  "formula": "C40H46BrCrGe2N5O10",
  "method": "wB97M-V/def2-TZVPD",
  "lumo_energy_ev": [-4.27, -5.36],
  "spin_multiplicity": 4,
  "de_lowest_kj_mol": 366.0,
  "homo_ev": [-10.04, -10.04],
  "charge": 1,
  "total_energy_ha": -10349.9401,
  "s_squared": 3.88,
  "orbital_gap_ev": [5.8, 4.7],
  "elements": ["Cr", "C", "O", "C", "C", "C", "Br", "C", "C", "C", "O", "C", "N", "C", "C", "C", "C", "C", "C", "N", "H", "H", "H", "H", "H", "H", "H", "H", "H", "H", "H", "C", "C", "Ge", "C", "C", "C", "C", "Ge", "C", "C", "C", "C", "C", "C", "C", "C", "C", "C", "H", "H", "H", "H", "H", "H", "H", "H", "H", "H", "H", "H", "H", "H", "H", "H", "H", "H", "H", "H", "H", "H", "H", "H", "H", "H", "N", "C", "C", "C", "O", "O", "H", "H", "H", "H", "H", "H", "O", "C", "O", "C", "C", "C", "C", "C", "C", "N", "O", "O", "N", "O", "O", "H", "H", "H"],
  "positions_angstrom": [[0.244261, -0.237529, 1.673070], [0.548361, 2.363171, 4.261270], [0.109761, 1.953271, 2.972370], [-0.497239, 2.929971, 2.214570], [-0.690639, 4.218471, 2.664970], [-1.297739, 5.141071, 1.821070], [-1.553639, 6.915571, 2.430570], [-1.706439, 4.770371, 0.566270], [-1.538439, 3.466271, 0.076570], [-0.903339, 2.507071, 0.915070], [-0.631539, 1.255071, 0.573470], [-2.087739, 3.318771, -1.264430], [-2.686639, 4.352871, -1.822030], [-3.109839, 3.962471, -3.046230], [-3.816939, 4.658171, -4.029530], [-4.118739, 3.979671, -5.187330], [-3.726839, 2.649071, -5.388630], [-3.027939, 1.941571, -4.429030], [-2.736139, 2.611471, -3.253830], [-2.086939, 2.236171, -2.105930], [-0.308839, 2.607471, 4.893470], [1.215561, 3.225071, 4.193470], [1.106661, 1.540971, 4.695070], [-0.391939, 4.532971, 3.648570], [-2.185839, 5.479871, -0.087630], [-1.129839, 0.219271, -0.654830], [-4.113339, 5.682371, -3.875130], [-4.670439, 4.479771, -5.969030], [-3.976739, 2.164171, -6.319830], [-2.723439, 0.918071, -4.583330], [-1.755539, 1.304171, -1.940930], [3.509861, -3.231129, 2.678570], [2.168761, -3.730929, 2.162970], [1.243761, -2.469529, 0.858670], [-0.036939, -3.711029, -0.132130], [-0.172239, -3.413729, -1.617130], [2.709061, -2.123929, -0.401830], [3.090561, -0.928729, -0.849630], [2.047961, 0.689171, -0.140130], [3.053661, 1.806171, 1.252170], [4.273361, 2.560471, 0.746470], [1.172661, 1.750971, -1.680130], [2.045561, 2.432171, -2.725830], [4.175261, -0.696229, -1.803130], [4.592361, 0.601671, -2.087230], [5.596461, 0.859371, -2.999330], [6.229161, -0.192129, -3.642230], [5.844461, -1.493829, -3.357430], [4.827061, -1.745629, -2.459030], [3.975961, -3.982629, 3.313670], [3.411961, -2.319829, 3.262970], [4.173761, -3.024629, 1.841770], [1.520961, -4.030429, 2.988570], [2.340961, -4.629729, 1.566770], [-1.011839, -3.706929, 0.356370], [0.374461, -4.711129, -0.007030], [-0.542539, -2.407729, -1.799630], [-0.865739, -4.117829, -2.073330], [0.790961, -3.514129, -2.111830], [3.231761, -3.024229, -0.708430], [3.349061, 1.120371, 2.050470], [2.323561, 2.504971, 1.666470], [5.027761, 1.869471, 0.375670], [4.714861, 3.129471, 1.563670], [4.002861, 3.258771, -0.044630], [0.557161, 2.514271, -1.206730], [0.512461, 1.047571, -2.193130], [2.745861, 3.131771, -2.275730], [1.398561, 2.999771, -3.394830], [2.601361, 1.711571, -3.319730], [4.110461, 1.420671, -1.575530], [5.883561, 1.879871, -3.208130], [7.014761, 0.000871, -4.355630], [6.342661, -2.320129, -3.843230], [4.537861, -2.766229, -2.270030], [-1.063939, -1.086629, 3.724370], [-0.376139, -1.113029, 5.016570], [1.068561, -1.593729, 4.857570], [1.896861, -0.601929, 4.040170], [2.807861, 0.042371, 4.510170], [1.522561, -0.507229, 2.799470], [-1.972739, -0.643329, 3.836070], [-1.230739, -2.045929, 3.421970], [-0.887339, -1.780329, 5.723970], [-0.391339, -0.105629, 5.438270], [1.074361, -2.555429, 4.342270], [1.526261, -1.701429, 5.841070], [-1.748139, -0.474229, -1.027830], [-2.118739, -1.215529, 0.007670], [-1.480839, -1.131729, 1.072070], [-3.257339, -2.107629, -0.172530], [-3.833339, -2.310429, -1.431130], [-4.937739, -3.135729, -1.551330], [-5.509539, -3.770429, -0.454430], [-4.917739, -3.566429, 0.787870], [-3.806039, -2.758629, 0.936670], [-5.478839, -4.195529, 1.980870], [-6.471639, -4.857229, 1.840070], [-4.894639, -3.991729, 3.020270], [-5.518639, -3.318929, -2.883930], [-4.960339, -2.756529, -3.795230], [-6.501339, -4.007329, -2.967730], [-3.422339, -1.839329, -2.311630], [-6.389239, -4.391029, -0.562930], [-3.373939, -2.623629, 1.916670]],
  "forces_ev_per_angstrom": [[-3.34, 1.52, 0.25], [0.13, -0.04, 0.37], [-0.13, -0.17, -0.46], [-0.26, 0.03, -0.57], [-0.06, 0.02, 0.01], [0.03, -0.18, -0.08], [0.02, -0.17, -0.07], [0.03, 0.26, 0.36], [0.62, -0.37, 1.19], [-0.07, 1.60, 0.36], [0.68, -1.88, -0.25], [-0.46, 0.40, -0.82], [0.26, 0.03, 0.70], [0.07, -1.02, -0.58], [0.12, -0.18, 0.11], [-0.04, 0.05, -0.10], [0.08, -0.17, 0.04], [-0.07, -0.08, -0.13], [-0.36, 0.80, -0.26], [0.12, -0.17, 0.22], [0.02, 0.05, -0.04], [-0.03, -0.05, -0.04], [-0.06, 0.10, -0.06], [0.06, -0.02, 0.12], [0.00, 0.04, 0.04], [-0.08, 0.07, 0.31], [-0.03, 0.14, 0.03], [-0.03, 0.05, -0.06], [-0.03, -0.04, -0.08], [-0.01, -0.15, -0.11], [-0.09, 0.33, -0.01], [-0.14, 0.05, -0.05], [-0.40, 0.62, 0.05], [1.02, -1.64, -1.13], [0.13, 0.70, 0.38], [0.00, 0.00, 0.13], [-0.49, 0.16, 0.39], [-1.02, 0.28, 0.86], [1.45, 0.61, -1.55], [-0.72, -0.55, 0.12], [-0.11, -0.17, -0.42], [0.10, -0.44, 0.83], [0.16, -0.17, 0.02], [0.45, 0.20, -0.39], [-0.16, -0.26, 0.19], [0.16, 0.08, -0.11], [-0.06, 0.11, 0.08], [0.05, -0.07, -0.04], [-0.09, 0.09, 0.05], [0.09, -0.03, 0.01], [0.15, 0.03, 0.02], [0.16, 0.08, 0.03], [-0.09, -0.03, -0.10], [-0.22, 0.02, -0.19], [-0.01, -0.07, 0.09], [0.13, -0.04, 0.22], [0.05, 0.06, -0.15], [-0.05, -0.05, -0.16], [0.02, 0.05, -0.14], [0.17, -0.08, -0.11], [-0.20, 0.00, -0.10], [-0.05, -0.07, 0.00], [0.11, 0.10, -0.03], [-0.05, 0.02, 0.06], [0.14, 0.09, -0.07], [-0.01, -0.15, 0.10], [-0.04, -0.07, 0.12], [0.10, 0.08, -0.01], [-0.03, 0.03, -0.03], [0.04, 0.06, -0.07], [0.05, 0.17, -0.04], [0.04, 0.06, -0.01], [0.08, 0.01, -0.06], [0.01, -0.05, -0.05], [-0.04, -0.14, 0.01], [0.10, 0.18, -0.40], [0.14, -0.19, 0.34], [0.07, 0.40, -0.12], [0.60, -0.45, 2.34], [-0.43, -0.22, -0.48], [1.42, -0.06, -0.48], [0.06, -0.09, -0.17], [-0.10, 0.18, 0.00], [0.10, 0.19, -0.05], [-0.03, -0.08, 0.00], [0.02, -0.04, 0.08], [0.04, -0.02, -0.14], [-0.45, -0.66, 0.50], [1.31, 1.02, -0.19], [-0.71, -0.65, -0.36], [-0.89, -0.62, -0.12], [0.20, 0.14, 0.13], [0.36, 0.10, 0.89], [0.08, 0.11, 0.01], [0.39, 0.47, -0.91], [0.23, 0.17, -0.05], [0.05, 0.02, 0.06], [-0.40, -0.29, -0.05], [0.13, -0.01, 0.42], [0.03, 0.05, -0.09], [0.14, 0.14, -0.34], [-0.38, -0.29, 0.02], [-0.06, 0.03, -0.04], [0.05, 0.00, 0.00], [-0.04, -0.01, 0.03]],
  "mulliken_charge": [-0.62, -1.29, 0.40, 0.22, -0.51, -0.99, -0.19, -0.78, 0.92, -1.04, 0.94, 0.47, -0.69, 0.03, -0.80, -0.49, -0.60, -0.87, 0.89, 1.06, 0.36, 0.48, 0.34, 0.59, 0.73, 0.11, 0.48, 0.39, 0.42, 0.48, -0.43, -1.06, -1.08, 2.01, -0.98, -1.11, -2.13, 1.40, 1.39, 0.02, -1.38, 0.30, -1.45, 0.76, 0.10, -1.52, -0.56, -0.76, -0.78, 0.40, 0.23, 0.29, 0.51, 0.62, 0.41, 0.69, 0.11, 0.39, 0.39, 0.47, 0.06, 0.08, 0.39, 0.41, 0.31, 0.07, 0.12, 0.26, 0.49, 0.36, 0.71, 0.43, 0.42, 0.42, 0.40, -0.33, -1.06, -0.29, 0.13, -0.57, -0.05, 0.22, 0.13, 0.55, 0.34, -0.25, 0.56, -0.69, -0.39, -0.20, 0.68, -0.31, -0.81, -0.37, -0.71, -0.03, 1.09, -0.60, -0.62, 1.10, -0.61, -0.61, 0.77, 0.65, 0.72]
}

Which formula does entry 2 have? C40H46BrCrGe2N5O10